Formula: C16H44O8
Source: the OMol25 dataset
Level of theory: ωB97M-V/def2-TZVPD

Results
- Spin multiplicity: 1
- ΔE to the lowest compared entry with this formula, charge and spin: 718.2 kJ/mol
- Energy: -33677.1328 eV
- E_HOMO: -9.498 eV
- Kohn-Sham gap: 9.8 eV
- Max |F|: 7.58 eV Å⁻¹
- Structure (SMILES): CC(C)O.CC(C)O.CC(C)O.CC(C)O.OCCO.OCCO

```
68
Properties=species:S:1:pos:R:3:nbo_charge:R:1
C -1.523 -3.540 -2.519 -0.66
C -0.879 -2.175 -2.304 0.10
C 0.143 -1.745 -3.517 -0.63
O -1.860 -1.128 -2.287 -0.77
H -2.074 -3.351 -3.547 0.20
H -2.414 -3.931 -1.863 0.24
H -0.971 -4.438 -2.768 0.23
H -0.376 -2.153 -1.383 0.17
H -0.390 -2.024 -4.559 0.20
H 1.029 -2.295 -3.477 0.21
H 0.426 -0.699 -3.434 0.21
H -2.220 -0.779 -3.127 0.49
C -3.544 0.202 3.074 -0.64
C -4.288 -0.656 2.147 0.12
C -5.643 -1.112 2.805 -0.64
O -4.425 0.005 0.992 -0.73
H -3.534 -0.142 4.279 0.20
H -3.723 1.266 2.973 0.22
H -2.559 0.244 2.723 0.21
H -3.849 -1.753 1.845 0.12
H -6.187 -1.618 2.070 0.21
H -6.287 -0.299 2.892 0.20
H -5.731 -1.761 3.656 0.22
H -3.623 0.391 0.637 0.49
C 3.269 -3.542 1.843 -0.62
C 2.039 -3.666 0.909 0.11
C 2.477 -3.522 -0.572 -0.61
O 1.371 -4.956 1.226 -0.73
H 4.197 -3.969 1.366 0.20
H 3.064 -4.086 2.750 0.22
H 3.524 -2.638 1.944 0.19
H 1.247 -2.729 1.111 0.15
H 2.855 -2.336 -0.558 0.21
H 1.715 -3.679 -1.175 0.19
H 3.287 -4.302 -0.869 0.22
H 0.717 -4.706 1.787 0.46
C 2.385 1.863 3.415 -0.63
C 2.290 3.259 2.651 0.12
C 2.982 4.497 3.475 -0.60
O 3.042 3.179 1.426 -0.74
H 1.848 1.159 2.816 0.19
H 1.984 1.841 4.347 0.20
H 3.498 1.580 3.584 0.20
H 1.147 3.497 2.711 0.15
H 2.565 5.327 2.991 0.20
H 3.955 4.566 3.562 0.20
H 2.439 4.389 4.382 0.19
H 2.599 2.479 0.883 0.49
O -1.679 3.842 -3.813 -0.71
C -0.348 3.632 -3.370 -0.10
C 0.176 2.309 -3.887 -0.10
O 1.468 2.160 -3.310 -0.73
H -1.671 4.344 -4.607 0.47
H 0.403 4.371 -3.646 0.16
H -0.169 3.887 -2.221 0.20
H 0.139 2.169 -4.928 0.18
H -0.597 1.481 -3.569 0.18
H 2.027 2.707 -3.740 0.47
O 2.090 1.500 -0.582 -0.74
C 1.103 0.524 -0.413 -0.10
C -0.138 1.163 -0.191 -0.07
O -1.295 0.495 0.175 -0.72
H 1.914 1.920 -1.433 0.50
H 0.908 -0.145 -1.308 0.16
H 1.438 0.108 0.530 0.19
H -0.444 1.812 -1.169 0.13
H 0.089 1.896 0.557 0.18
H -1.411 -0.190 -0.390 0.48
```